Record 1
Entry from OMol25: a 2-piece molecular cluster, C9H14O overall at a distorted geometry (ωB97M-V/def2-TZVPD).

- Structure (SMILES): Cc1ccc(O)cc1.CC
- E: -426.505969 Ha
- LUMO level: 0.033 hartree
- Orbital gap: 9.188 eV
- Charge: 0

XYZ file:
```
24
Properties=species:S:1:pos:R:3:forces:R:3
H -2.019194 0.138701 -1.628771 0.45 0.00 0.15
C 0.045777 -0.689137 -1.478008 1.25 0.08 2.37
H 0.208877 2.988045 1.923544 1.57 1.32 3.00
C -1.213829 -0.276433 -1.019537 1.17 -1.09 -0.32
C 2.394450 -1.553929 -1.151318 -0.88 1.30 2.90
H 1.502612 -1.541736 1.562367 0.78 -0.65 0.00
H 0.917958 2.488635 -1.202075 -0.21 0.76 1.83
H 1.561556 3.794011 -0.080029 0.82 0.55 -0.78
C 1.199990 2.786232 -0.121575 -3.04 1.66 -0.78
H -3.077383 -0.779682 1.456163 0.13 -0.87 0.79
H 3.001824 -1.680573 -0.270201 0.88 -0.20 0.08
H 1.960056 2.161286 0.095696 2.48 -2.21 1.25
O -2.701302 -0.225378 0.795618 -0.13 1.21 -1.35
H 2.466822 -2.416935 -1.723191 -0.23 -1.54 -1.18
C 1.038784 -1.223806 -0.534537 -0.70 0.34 -3.53
C -0.521636 -1.119123 1.248990 -0.01 1.13 -3.82
H -0.794447 -1.194291 2.247443 -0.46 -0.15 1.67
H 0.492251 -0.438798 -2.434788 -0.64 -0.19 -0.25
C 0.781164 -1.386260 0.791992 -2.05 0.66 0.79
C -1.459365 -0.578351 0.309098 -0.19 -0.85 2.61
C 0.036818 2.927760 0.929882 -2.29 -3.30 -4.66
H -0.581276 3.733756 0.470694 -0.02 -0.64 1.08
H -0.580179 1.924653 1.025829 0.70 1.85 -0.95
H 2.738019 -0.695776 -1.657538 0.63 0.85 -0.91
```
Positions in Å, forces in eV/Å.

=====

Record 2
Entry from OMol25: C37H27F5N9SSeSr as an isolated structure (ωB97M-V/def2-TZVPD).

- E: -5248.702473 Ha
- LUMO level: 0.058 hartree
- Orbital gap: 5.662 eV
- Charge: -1

XYZ file:
```
81
Properties=species:S:1:pos:R:3:forces:R:3
C -2.368893 -5.399977 0.316751 0.00 0.03 -0.01
N 4.042703 0.528098 2.493907 0.05 -0.02 -0.02
Sr -0.104374 -0.851985 0.597074 -0.45 0.16 0.26
C -3.268399 0.560008 2.357779 0.01 -0.03 0.04
S -3.165762 -0.318391 4.756603 0.04 -0.05 0.00
H 4.985422 0.232748 2.670321 -0.01 -0.01 0.00
C 3.086780 -0.133004 1.783847 0.08 0.02 0.02
H 0.315111 -3.359417 6.747832 0.00 0.00 0.00
C 1.267674 -3.279195 4.814009 -0.01 0.00 0.03
F -3.994818 5.183932 -2.458384 0.00 -0.01 0.00
C -1.647797 -0.325657 -4.166471 -0.06 -0.12 -0.02
H 5.419326 -1.537314 1.020964 -0.01 0.01 -0.01
C 2.956003 -3.178432 -0.056657 -0.06 0.05 -0.01
H 1.286346 -1.729074 -2.305995 0.01 0.00 0.02
C -0.758819 -2.146462 5.357657 -0.03 0.03 0.01
H -0.879778 3.294974 -3.081549 -0.02 0.03 0.02
N 1.940940 0.495599 1.845157 0.04 -0.02 0.01
H 1.830029 -0.301625 -4.588753 0.00 0.00 0.00
C 2.146683 1.606652 2.622134 -0.01 -0.07 -0.03
C -1.301089 -3.217140 -0.099345 0.22 0.23 -0.12
H -3.610314 1.120134 1.495930 0.01 0.00 -0.01
Se -0.800526 3.005478 1.076565 -0.02 -0.11 0.01
F 0.992183 5.195709 -0.329205 -0.01 0.01 0.01
C -1.899103 -0.768419 3.605211 -0.04 0.04 0.04
C -2.448222 4.288284 -0.905822 0.03 -0.04 0.01
C -3.052170 -4.145258 -1.591500 -0.01 0.11 -0.11
C -1.222976 1.974355 -4.737461 -0.02 -0.11 0.01
C 3.443253 1.643009 3.036794 -0.01 0.03 0.02
H 5.114986 -3.711815 -0.243046 0.00 0.00 0.00
H 2.096351 -3.930030 5.058120 0.00 0.00 0.00
F -2.091574 6.872694 -3.427135 0.00 -0.01 0.01
F 0.405215 6.840319 -2.333159 -0.01 -0.01 0.01
H 3.984444 2.339706 3.651270 0.00 0.00 0.00
C -1.466045 -4.394760 0.647890 -0.01 -0.01 -0.04
N -1.561161 -1.010056 -1.783754 0.04 -0.07 -0.09
H -1.164269 1.536891 -1.370333 0.00 0.01 -0.01
C -1.802012 6.024807 -2.425465 0.01 0.01 -0.01
C 4.306480 -3.084195 0.085773 0.01 -0.02 -0.02
H 2.343712 2.050408 -3.737689 0.00 0.00 0.01
H -1.608388 0.416300 -6.170750 0.01 0.00 0.00
H -4.850493 1.137271 3.771040 0.00 0.00 0.00
H 1.881963 -2.977469 2.789418 -0.01 0.02 -0.01
H 2.528451 3.393466 -1.622615 -0.01 0.00 0.00
F -3.427091 3.475830 -0.493076 -0.01 0.01 -0.01
H -3.652892 -4.006956 -2.484349 -0.01 -0.01 0.01
H 1.354848 2.316431 2.796814 0.00 0.00 0.00
H -0.866414 -4.540935 1.545406 0.00 0.01 0.01
H -1.545468 -1.897025 6.056705 0.01 0.00 0.00
H -2.451198 -6.284021 0.942103 0.00 -0.01 -0.01
N -2.142788 -2.053224 -2.127504 -0.04 0.16 -0.18
C -0.251904 5.123604 -0.836705 -0.06 0.00 0.01
C -1.181550 4.219012 -0.316254 0.03 0.17 -0.09
C 1.145865 -2.738874 3.549046 -0.03 -0.01 -0.02
C 3.303302 -1.370250 1.046352 0.05 -0.01 -0.04
H -3.877985 -6.058475 -1.079578 0.00 0.00 0.00
C 2.328061 2.530136 -0.987886 -0.01 -0.02 -0.02
C -2.070222 -0.233811 2.353724 0.17 -0.01 -0.08
C -1.252519 1.290953 -2.426133 0.02 0.02 0.01
C -1.519477 -0.014466 -2.815097 -0.02 0.07 0.01
N 0.157838 -1.931803 3.161379 0.03 -0.12 0.03
C -0.537823 5.999201 -1.868962 0.03 0.00 0.00
H 2.377846 -3.944457 -0.545920 -0.01 0.00 0.01
C -1.099918 2.280313 -3.390238 0.00 0.02 0.01
N 1.713253 0.136359 -1.315693 -0.09 -0.14 -0.26
C -2.762938 5.165125 -1.927739 -0.03 -0.03 -0.02
C 1.593238 -0.699416 -2.410542 0.06 0.01 0.08
C -1.506120 0.664574 -5.120937 0.02 0.12 0.01
N 2.345232 -2.105681 0.538259 0.07 -0.04 0.17
H -1.106750 2.750655 -5.483925 0.00 0.00 -0.01
C -3.941496 0.600479 3.540398 -0.03 0.02 0.00
C 0.277669 -2.962650 5.739988 0.02 -0.02 0.00
H 3.187065 2.369891 -0.332432 0.01 0.01 -0.01
H -1.847466 -1.351564 -4.446997 0.01 0.02 0.01
H 1.468500 2.752208 -0.347855 0.02 -0.02 0.00
C -2.147245 -3.141672 -1.220214 0.03 -0.33 0.29
C -0.812964 -1.629698 4.047926 0.00 0.03 -0.04
C 1.865051 -0.019288 -3.552131 -0.05 0.04 -0.03
C -3.172716 -5.279650 -0.815395 0.01 -0.05 0.07
N 4.520717 -1.923866 0.796470 0.02 0.00 0.02
C 2.061900 1.310934 -1.793522 -0.03 0.00 0.15
N 2.167482 1.260907 -3.142447 0.07 -0.01 -0.05
```
Positions in Å, forces in eV/Å.